Density functional theory data (wB97M-V/def2-TZVPD) for a structure of composition C35H43ClGaN2Si2.

As for the largest force on an atom: 0.1719 hartree/bohr. The calculation puts the total energy at -120613.3473 eV. The energy above the lowest of the compared OMol25 structures with the same formula, charge and spin is 472.5 kJ/mol. The calculation puts the orbital gap (spin up / spin down) at 4.516 / 4.685 eV.

Geometry as ORCA input:
```
! wB97M-V def2-TZVPD RIJCOSX def2/J DEFGRID3
* xyz 1 1
C -2.328 -0.720 0.628
C -2.795 -0.254 -0.636
C -2.858 -1.365 -1.520
H -3.101 0.765 -0.868
C -2.430 -2.527 -0.801
C -2.106 -2.120 0.529
H -1.796 -2.779 1.339
H -2.225 -0.120 1.531
H -3.216 -1.348 -2.547
H -2.406 -3.546 -1.186
Ga 0.106 -1.616 -1.671
Si 2.615 1.953 -4.154
C 1.156 3.128 -4.488
C 1.109 3.983 -5.596
H 1.916 3.963 -6.334
C 0.027 4.853 -5.771
H 0.006 5.520 -6.636
C -1.034 4.853 -4.862
H -1.892 5.508 -5.018
C -0.990 4.011 -3.746
H -1.816 3.985 -3.032
C 0.131 3.201 -3.541
H 0.191 2.599 -2.627
C 1.526 0.254 -4.014
C 0.111 0.074 -3.774
H -0.540 0.924 -3.611
C -0.517 -1.155 -4.254
H -1.567 -1.176 -4.565
C 0.219 -2.384 -3.964
H -0.285 -3.349 -4.057
C 1.625 -2.254 -3.852
H 2.259 -3.119 -3.657
C 2.207 -1.008 -4.228
H 3.261 -0.981 -4.527
H 3.290 1.291 -2.948
Si 0.730 -0.754 -5.500
C 0.947 -2.068 -6.883
C -0.128 -2.294 -7.745
H -1.037 -1.691 -7.663
C -0.059 -3.285 -8.732
H -0.901 -3.434 -9.409
C 1.088 -4.081 -8.842
H 1.149 -4.850 -9.617
C 2.154 -3.880 -7.956
H 3.041 -4.516 -8.014
C 2.088 -2.868 -6.987
H 2.935 -2.723 -6.313
C 0.152 0.608 -6.747
C -1.084 1.218 -6.550
H -1.741 0.936 -5.721
C -1.510 2.221 -7.427
H -2.450 2.734 -7.223
C -0.732 2.583 -8.527
H -1.072 3.370 -9.204
C 0.489 1.937 -8.741
H 1.103 2.198 -9.601
C 0.935 0.964 -7.842
H 1.904 0.491 -8.009
H 3.334 3.042 -3.540
Cl 3.700 1.647 -5.875
C 3.000 -1.865 -0.658
N 1.827 -1.125 -0.170
C 1.460 -1.567 1.186
C 2.054 0.327 -0.260
C 0.849 1.107 0.247
N 0.623 2.307 -0.533
C -0.603 2.983 -0.126
C 1.761 3.225 -0.561
H 2.744 -2.926 -0.748
H 3.297 -1.487 -1.643
H 3.839 -1.755 0.049
H 2.322 -1.465 1.868
H 0.617 -0.985 1.576
H 1.152 -2.619 1.145
H 2.943 0.597 0.346
H 2.266 0.561 -1.317
H -0.084 0.517 0.226
H 1.026 1.366 1.315
H -0.543 3.343 0.919
H -0.790 3.841 -0.786
H -1.449 2.285 -0.201
H 2.053 3.558 0.452
H 2.627 2.758 -1.047
H 1.484 4.112 -1.147
*
```

Mulliken atomic charge list, values in e, 2 entries: -0.29 -0.38